A cluster of 2 separate species, C27H56Br2N2O6P in total, computed with the ωB97M-V functional and the def2-TZVPD basis.

Summary:
E_HOMO (eV): -11.04
E_tot (Eh): -7112.440108
LUMO energy (eV): -2.0
Total charge: +1
Frontier orbital gap (eV): 8.9920

Last columns: bonded neighbours and bond lengths (Å).
Geometry (Å):
1 C 3.789 -0.686 -3.293  C2 1.525, H29 1.091, H30 1.094, H31 1.093
2 C 2.550 -1.325 -2.675  C1 1.525, C3 1.509, H32 1.094, H33 1.094
3 C 1.243 -1.034 -3.371  C2 1.509, O4 1.423, H34 1.100, H35 1.098
4 O 0.223 -1.524 -2.508  C3 1.423, C5 1.411
5 C -0.970 -0.771 -2.468  O4 1.411, C6 1.573, H36 1.091, H37 1.084
6 C -1.097 -0.174 -1.019  C5 1.573, C7 1.552, C12 1.501, C20 1.595
7 C -1.010 -1.424 -0.104  C6 1.552, C8 1.526, H38 1.090, H39 1.094
8 C -1.384 -1.498 1.375  C7 1.526, O9 1.420, H40 1.094, H41 1.094
9 O -0.812 -2.699 1.872  C8 1.420, C10 1.422
10 C -1.710 -3.520 2.608  O9 1.422, C11 1.518, H42 1.099, H43 1.091
11 C -2.658 -4.289 1.706  C10 1.518, H44 1.092, H45 1.092, H46 1.093
12 C 0.127 0.678 -0.844  C6 1.501, O13 1.188, O14 1.357
13 O 1.149 0.468 -0.277  C12 1.188
14 O -0.052 1.873 -1.462  C12 1.357, C15 1.419
15 C -1.419 2.175 -1.689  O14 1.419, Br16 1.977, P17 1.991, C20 1.627
16 Br -1.551 2.376 -3.652  C15 1.977
17 P -1.813 3.968 -0.919  C15 1.991, O18 1.629, Br19 2.199
18 O -2.224 4.857 -2.221  P17 1.629, H47 0.970
19 Br 0.231 4.766 -0.774  P17 2.199
20 C -2.211 0.965 -0.945  C6 1.595, C15 1.627, C21 1.558, C24 1.586
21 C -2.306 1.395 0.550  C20 1.558, C22 1.550, H48 1.080, H49 1.101
22 C -3.402 2.366 1.058  C21 1.550, N23 1.454, H50 1.092, H51 1.090
23 N -2.975 3.301 2.087  C22 1.454, H52 1.013, H53 1.013
24 C -3.597 0.467 -1.535  C20 1.586, C25 1.541, C26 1.546, H54 1.090
25 C -4.569 -0.119 -0.492  C24 1.541, H55 1.085, H56 1.090, H57 1.086
26 C -4.342 1.499 -2.412  C24 1.546, C27 1.540, H58 1.086, H59 1.102
27 C -5.806 1.174 -2.763  C26 1.540, C28 1.534, H60 1.094, H61 1.092
28 C -6.880 1.735 -1.822  C27 1.534, H62 1.091, H63 1.091, H64 1.095
29 H 4.297 -1.321 -4.021  C1 1.091
30 H 3.558 0.270 -3.773  C1 1.094
31 H 4.498 -0.497 -2.483  C1 1.093
32 H 2.691 -2.405 -2.567  C2 1.094
33 H 2.404 -0.908 -1.676  C2 1.094
34 H 1.149 0.056 -3.489  C3 1.100
35 H 1.156 -1.486 -4.367  C3 1.098
36 H -1.820 -1.426 -2.666  C5 1.091
37 H -0.953 0.002 -3.228  C5 1.084
38 H 0.046 -1.696 -0.120  C7 1.090
39 H -1.525 -2.246 -0.610  C7 1.094
40 H -2.468 -1.522 1.522  C8 1.094
41 H -0.965 -0.665 1.947  C8 1.094
42 H -2.269 -2.903 3.324  C10 1.099
43 H -1.089 -4.204 3.190  C10 1.091
44 H -2.090 -4.860 0.968  C11 1.092
45 H -3.260 -4.986 2.292  C11 1.092
46 H -3.337 -3.623 1.168  C11 1.093
47 H -3.161 4.768 -2.457  O18 0.970
48 H -2.435 0.480 1.108  C21 1.080
49 H -1.325 1.782 0.866  C21 1.101
50 H -3.847 2.928 0.235  C22 1.092
51 H -4.211 1.766 1.477  C22 1.090
52 H -2.723 4.202 1.699  N23 1.013
53 H -2.179 2.958 2.611  N23 1.013
54 H -3.354 -0.367 -2.192  C24 1.090
55 H -5.219 0.639 -0.066  C25 1.085
56 H -5.206 -0.858 -0.978  C25 1.090
57 H -4.079 -0.626 0.334  C25 1.086
58 H -3.804 1.610 -3.349  C26 1.086
59 H -4.306 2.487 -1.927  C26 1.102
60 H -5.928 0.091 -2.860  C27 1.094
61 H -5.984 1.572 -3.765  C27 1.092
62 H -7.768 2.037 -2.380  C28 1.091
63 H -7.197 1.013 -1.068  C28 1.091
64 H -6.521 2.620 -1.287  C28 1.095
65 C 3.253 -2.252 0.541  C66 1.512, H75 1.089, H76 1.090, H77 1.087
66 C 3.021 -1.241 1.642  C65 1.512, N67 1.525, H78 1.091, H79 1.083
67 N 4.199 -1.013 2.583  C66 1.525, C68 1.498, C69 1.517, C71 1.519
68 C 4.529 -2.322 3.232  N67 1.498, H80 1.087, H81 1.087, H82 1.085
69 C 3.754 -0.099 3.710  N67 1.517, C70 1.519, H83 1.090, H84 1.089
70 C 3.361 1.327 3.365  C69 1.519, H85 1.086, H86 1.090, H87 1.088
71 C 5.484 -0.547 1.919  N67 1.519, C72 1.519, H88 1.089, H89 1.091
72 C 5.474 0.701 1.054  C71 1.519, O73 1.396, H90 1.098, H91 1.090
73 O 4.607 0.500 -0.022  C72 1.396, C74 1.422
74 C 4.000 1.660 -0.574  O73 1.422, H92 1.092, H93 1.094, H94 1.087
75 H 3.396 -3.264 0.918  C65 1.089
76 H 2.352 -2.261 -0.072  C65 1.090
77 H 4.079 -1.973 -0.109  C65 1.087
78 H 2.215 -1.574 2.298  C66 1.091
79 H 2.749 -0.279 1.226  C66 1.083
80 H 3.631 -2.717 3.699  C68 1.087
81 H 5.298 -2.159 3.983  C68 1.087
82 H 4.893 -3.016 2.482  C68 1.085
83 H 4.568 -0.107 4.435  C69 1.090
84 H 2.909 -0.620 4.157  C69 1.089
85 H 4.218 1.990 3.291  C70 1.086
86 H 2.741 1.695 4.182  C70 1.090
87 H 2.770 1.405 2.453  C70 1.088
88 H 5.826 -1.387 1.317  C71 1.089
89 H 6.196 -0.407 2.735  C71 1.091
90 H 6.512 0.825 0.717  C72 1.098
91 H 5.212 1.596 1.617  C72 1.090
92 H 4.594 2.567 -0.444  C74 1.092
93 H 3.015 1.807 -0.121  C74 1.094
94 H 3.846 1.483 -1.635  C74 1.087

---

The molecule C6H8O2, computed with the ωB97M-V functional and the def2-TZVPD basis.

Summary:
E_HOMO (eV): -8.82
E_tot (Eh): -383.786753
Structure (SMILES): O=C1[C@@H](O)CC12CC2
LUMO energy (eV): 0.9
ΔE to the lowest compared entry with this formula, charge and spin (kJ/mol): 323.9
Frontier orbital gap (eV): 9.7074

Last columns: bonded neighbours and bond lengths (Å).
Geometry (Å):
1 O 0.837 -2.243 0.063  C2 1.195
2 C 0.604 -1.079 0.201  O1 1.195, C3 1.774, C6 1.435
3 C 1.653 0.322 0.493  C2 1.774, O4 1.400, C5 1.501, H9 1.171
4 O 2.623 0.462 -0.507  C3 1.400, H10 0.971
5 C 0.387 1.083 0.229  C3 1.501, C6 1.548, H11 1.143, H12 1.092
6 C -0.507 -0.175 0.110  C2 1.435, C5 1.548, C7 1.460, C8 1.460
7 C -1.918 -0.337 0.450  C6 1.460, C8 1.442, H13 0.996, H14 1.077
8 C -1.514 -0.336 -0.934  C6 1.460, C7 1.442, H15 1.106, H16 1.154
9 H 1.918 0.575 1.605  C3 1.171
10 H 3.163 -0.326 -0.681  O4 0.971
11 H 0.096 1.975 0.881  C5 1.143
12 H 0.447 1.606 -0.727  C5 1.092
13 H -2.350 0.363 1.011  C7 0.996
14 H -2.096 -1.342 0.794  C7 1.077
15 H -1.529 -1.227 -1.590  C8 1.106
16 H -1.814 0.678 -1.398  C8 1.154

---

A cluster of 2 separate species, C3H8NO in total, computed with the ωB97M-V functional and the def2-TZVPD basis.

Summary:
E_HOMO (eV): -13.97
E_tot (Eh): -248.782849
LUMO energy (eV): -5.3
ΔE to the lowest compared entry with this formula, charge and spin (kJ/mol): 139.3
Total charge: +1
Frontier orbital gap (eV): 8.6961

Last columns: bonded neighbours and bond lengths (Å).
Geometry (Å):
1 C 1.767 1.030 0.770  N2 1.248, H3 1.069, H4 1.074
2 N 1.208 1.767 1.607  C1 1.248, H5 1.070, H6 1.024
3 H 1.783 1.183 -0.288  C1 1.069
4 H 1.990 0.013 1.035  C1 1.074
5 H 0.907 1.384 2.560  N2 1.070
6 H 1.289 2.782 1.503  N2 1.024
7 O -0.427 0.417 -0.457  C8 1.272
8 C -0.833 -0.490 -1.251  O7 1.272, C9 1.511, H10 1.127
9 C -1.627 -1.710 -0.844  C8 1.511, H11 1.165, H12 1.130, H13 1.070
10 H -0.587 -0.470 -2.350  C8 1.127
11 H -2.657 -1.631 -1.382  C9 1.165
12 H -1.004 -2.613 -1.113  C9 1.130
13 H -1.811 -1.662 0.209  C9 1.070